No. 1
# C21H54GeNiO3Si4Te

A structure of composition C21H54GeNiO3Si4Te (the ωB97M-V functional and the def2-TZVPD basis, the OMol25 dataset).

Each line ends with the Löwdin spin population.
Geometry (Å):
Ni: 2.026 -0.228 -0.137  1.790
C: 2.197 2.044 3.344  0.002
C: 1.497 0.862 2.686  0.005
C: 1.163 -0.222 3.696  0.002
C: 0.203 1.316 1.971  -0.001
O: 2.430 0.203 1.750  0.087
Ge: 4.054 1.117 0.880  0.000
O: 4.045 -0.524 -0.182  0.046
C: 4.776 -1.740 0.167  0.006
C: 5.369 -1.675 1.592  0.001
C: 5.901 -1.810 -0.870  0.003
C: 3.821 -2.939 -0.006  0.007
O: 2.652 1.675 -0.455  0.066
C: 3.012 2.285 -1.756  0.005
C: 4.395 2.963 -1.646  0.003
C: 3.003 1.260 -2.901  0.006
C: 1.932 3.339 -1.994  0.001
H: 1.572 2.443 4.178  0.000
H: 3.165 1.693 3.738  0.000
H: 2.368 2.842 2.603  0.000
H: 0.429 0.078 4.477  0.000
H: 0.807 -1.118 3.165  0.000
H: 2.115 -0.488 4.190  0.000
H: -0.415 1.962 2.639  0.000
H: 0.485 1.867 1.055  -0.001
H: -0.390 0.427 1.676  0.000
H: 6.102 -0.850 1.627  0.000
H: 4.566 -1.459 2.328  0.000
H: 5.861 -2.627 1.883  0.000
H: 6.543 -0.918 -0.755  0.000
H: 6.525 -2.720 -0.786  0.001
H: 5.442 -1.754 -1.875  0.000
H: 2.950 -2.807 0.664  0.005
H: 3.440 -2.962 -1.040  0.000
H: 4.310 -3.910 0.228  0.000
H: 5.184 2.192 -1.512  0.000
H: 4.617 3.573 -2.551  0.001
H: 4.388 3.634 -0.762  0.000
H: 3.764 0.493 -2.715  0.000
H: 2.008 0.775 -2.968  0.008
H: 3.218 1.751 -3.870  0.000
H: 1.899 4.063 -1.152  0.000
H: 2.108 3.912 -2.938  0.000
H: 0.949 2.839 -2.038  0.000
C: -4.604 1.810 -1.523  0.009
Si: -2.746 1.547 -1.450  0.033
C: -2.059 1.576 -3.188  0.007
C: -2.028 3.040 -0.527  0.003
Si: -2.438 -0.568 -0.394  0.062
Te: 0.058 -1.231 -1.009  0.792
Si: -3.420 -0.506 1.804  0.015
C: -2.719 -1.892 2.884  0.003
C: -5.288 -0.759 1.672  0.003
C: -3.248 1.094 2.801  0.002
Si: -3.348 -2.559 -1.505  -0.001
C: -2.953 -2.503 -3.328  0.001
C: -5.218 -2.692 -1.386  -0.001
C: -2.629 -4.095 -0.684  0.006
H: -4.801 2.703 -2.155  0.002
H: -5.073 1.981 -0.529  0.000
H: -5.104 0.934 -1.995  0.000
H: -2.198 2.591 -3.604  0.000
H: -2.567 0.846 -3.875  0.000
H: -0.969 1.367 -3.212  0.007
H: -2.183 3.943 -1.154  0.001
H: -0.939 2.957 -0.353  0.000
H: -2.514 3.229 0.457  0.000
H: -3.145 -2.886 2.626  0.000
H: -2.984 -1.686 3.945  0.000
H: -1.615 -1.953 2.813  0.000
H: -5.567 -1.787 1.371  0.000
H: -5.748 -0.060 0.944  0.000
H: -5.767 -0.555 2.661  0.001
H: -2.291 1.136 3.361  0.000
H: -4.085 1.125 3.555  0.000
H: -3.315 2.024 2.203  0.000
H: -3.523 -1.684 -3.818  0.000
H: -3.224 -3.460 -3.816  0.000
H: -1.874 -2.349 -3.512  0.002
H: -5.760 -1.737 -1.589  0.000
H: -5.578 -3.058 -0.397  0.000
H: -5.546 -3.425 -2.159  0.000
H: -1.521 -4.055 -0.627  0.008
H: -2.936 -4.993 -1.278  0.000
H: -3.018 -4.265 0.344  0.000

HOMO-LUMO gap (alpha / beta): 8.42 / 5.50 eV
Multiplicity: 4
Maximum force: 2.53 eV/Å
Net charge: +1

***

No. 2
# C3H13N2Si

The ion C3H13N2Si with charge +1 (the ωB97M-V functional and the def2-TZVPD basis, the OMol25 dataset).

Each line ends with the natural charge from an NBO analysis.
Geometry (Å):
C: 0.946 -2.232 0.063  -1.141
C: -2.180 -1.539 0.141  -1.183
C: 1.348 1.838 -0.803  -0.256
N: 0.206 0.751 -0.466  -0.928
N: 0.831 2.962 0.097  -0.756
Si: -0.408 -1.075 0.670  1.486
H: 0.576 -3.240 -0.250  0.279
H: 1.470 -1.756 -0.770  0.269
H: 1.754 -2.469 0.676  0.277
H: -2.791 -1.081 0.974  0.267
H: -2.629 -1.409 -0.873  0.294
H: -2.279 -2.727 0.148  0.291
H: 2.177 1.308 -0.285  0.147
H: -0.738 1.056 -0.599  0.371
H: 0.267 0.235 -1.351  0.411
H: 1.370 3.825 -0.147  0.464
H: 0.760 2.620 1.144  0.420
H: -0.195 3.078 -0.268  0.434
H: -0.483 -0.147 1.899  -0.146

HOMO-LUMO gap: 8.22 eV
Maximum force: 2.94 eV/Å
Net charge: +1

***

No. 3
# C28H43N3O9P2SSbY

A structure of composition C28H43N3O9P2SSbY (the ωB97M-V functional and the def2-TZVPD basis, the OMol25 dataset).

Each line ends with the Mulliken charge.
Geometry (Å):
Y: -1.375 1.473 0.334  0.380
C: 3.484 1.432 3.214  -0.888
N: 3.243 2.079 1.957  0.254
C: 4.199 2.438 1.046  -0.877
C: 3.582 3.048 0.015  -0.369
N: 2.221 3.077 0.283  0.655
C: 2.016 2.430 1.481  0.146
S: 0.585 2.091 2.274  -0.654
C: 1.288 3.839 -0.436  0.683
C: 1.748 4.891 -1.235  -1.000
C: 0.831 5.672 -1.911  -0.628
C: -0.519 5.398 -1.753  -1.038
C: -0.888 4.352 -0.925  -0.001
N: -0.012 3.570 -0.290  0.287
H: 4.091 0.539 3.066  0.399
H: 2.517 1.169 3.642  0.186
H: 4.001 2.107 3.895  0.335
H: 5.238 2.241 1.203  0.489
H: 3.993 3.406 -0.903  0.489
H: 2.801 5.109 -1.309  0.447
H: 1.163 6.491 -2.531  0.446
H: -1.270 5.999 -2.236  0.493
H: -1.934 4.149 -0.732  0.232
O: -3.828 2.610 -0.506  -0.289
P: -3.827 2.995 1.086  0.746
O: -4.722 4.104 1.394  -0.827
O: -2.349 3.037 1.418  -0.251
O: -4.428 1.601 1.722  -0.295
P: -3.590 0.225 1.758  0.394
O: -2.324 0.633 2.751  -0.338
O: -4.411 -0.851 2.304  -0.781
O: -2.861 0.055 0.436  -0.310
H: -4.713 2.379 -0.797  0.313
H: -2.643 0.913 3.615  0.230
C: 2.405 -3.462 0.447  -1.858
C: 1.888 -2.054 0.200  2.510
C: 2.763 -1.068 0.960  -2.029
C: 2.001 -1.749 -1.289  -1.859
Sb: -0.265 -1.468 0.864  1.355
C: -1.517 -2.926 -0.398  2.124
C: -0.796 -4.248 -0.633  -1.791
C: -2.863 -3.206 0.249  -1.921
C: -1.737 -2.193 -1.715  -1.865
C: -0.339 -2.232 3.050  1.896
C: 0.157 -1.064 3.893  -1.240
C: -1.775 -2.570 3.412  -1.952
C: 0.531 -3.448 3.318  -1.989
H: 3.453 -3.505 0.141  0.483
H: 1.869 -4.200 -0.135  0.300
H: 2.359 -3.744 1.490  0.275
H: 3.793 -1.118 0.600  0.608
H: 2.757 -1.304 2.022  0.201
H: 2.388 -0.057 0.808  0.136
H: 3.049 -1.795 -1.598  0.565
H: 1.626 -0.751 -1.515  0.015
H: 1.455 -2.477 -1.886  0.260
H: -0.506 -4.707 0.310  0.201
H: 0.086 -4.112 -1.252  0.330
H: -1.466 -4.936 -1.151  0.519
H: -2.763 -3.889 1.088  0.325
H: -3.519 -3.677 -0.484  0.533
H: -3.350 -2.297 0.590  0.397
H: -0.794 -1.957 -2.210  0.178
H: -2.284 -1.266 -1.539  0.083
H: -2.329 -2.811 -2.391  0.613
H: -0.460 -0.183 3.738  -0.084
H: 1.191 -0.815 3.650  0.110
H: 0.113 -1.325 4.951  0.563
H: -2.487 -1.855 3.011  0.558
H: -1.887 -2.578 4.497  0.536
H: -2.039 -3.559 3.046  0.319
H: 1.585 -3.191 3.276  0.309
H: 0.323 -4.246 2.610  0.245
H: 0.318 -3.818 4.322  0.528
O: 0.330 0.995 -1.299  -0.010
C: -0.595 1.082 -2.159  1.322
O: -1.726 1.521 -1.831  -0.800
C: -0.390 0.689 -3.576  0.297
C: 0.875 0.738 -4.148  -0.113
C: 1.028 0.433 -5.488  -0.943
C: -0.069 0.060 -6.248  -0.403
C: -1.328 -0.009 -5.673  -0.872
C: -1.495 0.324 -4.342  -0.140
H: 1.712 1.032 -3.531  0.432
H: 2.003 0.482 -5.950  0.424
H: 0.058 -0.176 -7.295  0.396
H: -2.177 -0.318 -6.267  0.414
H: -2.466 0.309 -3.869  0.454

HOMO-LUMO gap: 7.77 eV
Maximum force: 3.58 eV/Å
Net charge: 0

***

No. 4
# C47H37ClCrN4O4Sb

A structure of composition C47H37ClCrN4O4Sb (the ωB97M-V functional and the def2-TZVPD basis, the OMol25 dataset).

Each line ends with the Löwdin spin population.
Geometry (Å):
Cr: 0.538 0.164 -0.905  3.751
C: -1.944 7.371 -1.728  0.000
C: -0.845 6.997 -2.496  0.000
C: -0.289 5.741 -2.429  -0.001
C: -0.865 4.835 -1.498  -0.002
C: -1.923 5.231 -0.696  -0.001
C: -2.478 6.512 -0.800  0.000
C: -0.346 3.449 -1.420  -0.009
C: 0.764 3.215 -0.596  0.022
C: 1.562 4.230 0.027  0.009
C: 2.646 3.609 0.583  0.015
C: 2.453 2.123 0.381  0.023
N: 1.318 1.964 -0.394  -0.002
C: 3.199 1.112 0.941  -0.002
C: 3.018 -0.278 0.730  0.025
C: 3.873 -1.343 1.271  0.002
C: 3.357 -2.512 0.934  0.011
C: 2.135 -2.250 0.177  0.007
C: 1.199 -3.136 -0.237  0.012
C: 1.441 -4.569 0.085  0.001
C: 0.938 -5.210 1.187  0.000
C: 1.084 -6.571 1.387  0.000
C: 1.773 -7.309 0.455  0.000
C: 2.437 -6.642 -0.590  0.000
C: 2.248 -5.273 -0.783  0.000
C: -0.014 -2.854 -0.888  0.008
N: -0.413 -1.656 -1.430  0.001
C: -1.497 -1.868 -2.200  0.012
C: -2.179 -0.848 -2.906  0.005
C: -3.460 -1.290 -3.430  0.000
C: -4.437 -1.830 -2.587  0.000
C: -5.620 -2.333 -3.113  0.000
C: -5.973 -2.164 -4.450  0.000
C: -5.030 -1.547 -5.276  0.000
C: -3.824 -1.072 -4.764  0.000
C: -1.897 0.542 -2.804  0.014
C: -2.700 1.599 -3.368  0.014
C: -2.130 2.736 -3.039  0.006
C: -1.055 2.435 -2.103  0.025
N: -0.874 1.133 -2.020  -0.001
C: -1.894 -3.250 -2.105  0.002
C: -0.952 -3.875 -1.302  0.009
N: 2.007 -0.875 0.069  0.010
C: 4.259 1.555 1.871  -0.001
C: 5.592 1.495 1.485  0.000
C: 6.598 1.883 2.389  0.000
C: 6.254 2.372 3.652  0.000
C: 4.915 2.468 3.995  0.000
C: 3.937 2.119 3.098  0.000
H: -2.450 8.349 -1.772  0.000
H: -0.407 7.717 -3.185  0.000
H: 0.563 5.395 -2.963  0.000
H: -2.268 4.492 -0.007  0.000
H: -3.293 6.903 -0.183  0.000
H: 1.395 5.272 0.065  0.000
H: 3.461 4.088 1.107  0.001
H: 4.808 -1.234 1.859  0.000
H: 3.762 -3.507 0.981  0.001
H: 0.378 -4.642 1.950  0.000
H: 0.594 -7.090 2.230  0.000
H: 1.983 -8.378 0.589  0.000
H: 3.070 -7.223 -1.249  0.000
H: 2.692 -4.739 -1.638  0.000
H: -4.139 -1.901 -1.566  0.000
H: -6.355 -2.917 -2.493  0.000
H: -6.902 -2.430 -4.846  0.000
H: -5.304 -1.314 -6.306  0.000
H: -3.140 -0.626 -5.464  0.000
H: -3.617 1.436 -3.860  0.001
H: -2.386 3.767 -3.327  0.000
H: -2.788 -3.683 -2.573  0.000
H: -0.932 -4.933 -1.092  0.001
H: 5.758 1.145 0.507  0.000
H: 7.639 1.825 2.087  0.000
H: 7.018 2.707 4.357  0.000
H: 4.653 2.869 5.009  0.000
H: 2.887 2.245 3.396  0.000
O: -1.975 1.373 0.913  0.009
Cl: -3.098 0.511 0.692  0.002
O: -3.977 0.530 1.811  0.001
O: -3.765 0.943 -0.531  0.001
O: -2.569 -0.835 0.441  0.004
C: -0.039 0.063 2.671  0.008
Sb: 0.048 -1.831 3.621  0.001
C: 0.333 -1.040 5.587  0.000
C: -2.086 -2.006 3.891  0.000
H: -0.728 0.662 3.240  0.000
H: -0.417 -0.093 1.694  0.006
H: 0.902 0.570 2.580  0.000
H: -0.349 -0.222 5.675  0.000
H: 1.364 -0.678 5.708  0.000
H: 0.127 -1.806 6.375  0.000
H: -2.544 -1.024 3.907  0.000
H: -2.299 -2.592 4.788  0.000
H: -2.513 -2.455 2.965  0.000

HOMO-LUMO gap (alpha / beta): 5.88 / 5.62 eV
Multiplicity: 5
Maximum force: 2.86 eV/Å
Net charge: -1

***

No. 5
# C3H10NO3

A structure of composition C3H10NO3 (the ωB97M-V functional and the def2-TZVPD basis, the OMol25 dataset).

Each line ends with the natural charge from an NBO analysis.
Geometry (Å):
C: 0.784 0.068 0.996  -0.035
O: 0.880 -1.303 1.070  -0.794
C: 0.628 0.635 -0.424  -0.193
C: -0.763 0.404 -1.055  -0.047
O: -0.964 -0.843 -1.618  -0.769
N: 0.643 2.266 -0.234  -0.863
H: 1.676 0.499 1.450  0.132
H: -0.096 0.404 1.570  0.156
H: 1.392 0.112 -1.006  0.193
H: -1.512 0.626 -0.326  0.176
H: -0.822 1.162 -1.870  0.143
H: -1.194 -1.478 -0.884  0.536
H: 0.968 1.731 -1.115  0.386
H: 1.520 2.401 0.276  0.322
H: -1.617 -2.830 1.440  0.433
H: -0.069 -1.670 0.985  0.508
O: -1.454 -2.184 0.745  -1.284

HOMO-LUMO gap: 8.41 eV
Maximum force: 4.47 eV/Å
Net charge: -1

***

No. 6
# C6H12N2O

An isolated molecule of C6H12N2O (the ωB97M-V functional and the def2-TZVPD basis, the OMol25 dataset).

Each line ends with the natural charge from an NBO analysis.
Geometry (Å):
H: -1.843 2.236 0.869  0.342
N: -1.047 1.917 0.319  -0.672
C: -0.775 0.695 0.461  0.388
C: -1.505 -0.256 1.367  -0.708
C: 0.706 0.154 -0.044  -0.162
C: 1.355 -0.952 0.772  -0.602
C: 1.638 1.330 -0.282  -0.602
C: 0.095 -0.343 -1.296  0.068
N: -0.950 -1.096 -1.372  -0.161
O: -1.273 -1.462 -2.680  -0.562
H: -1.611 -1.220 0.877  0.250
H: -0.957 -0.392 2.299  0.226
H: -2.489 0.142 1.615  0.214
H: 2.314 -1.215 0.327  0.219
H: 1.518 -0.612 1.795  0.214
H: 0.742 -1.850 0.809  0.223
H: 1.848 1.821 0.668  0.223
H: 1.185 2.071 -0.935  0.238
H: 2.559 0.991 -0.754  0.206
H: 0.632 -0.081 -2.209  0.184
H: -2.142 -1.878 -2.604  0.475

SMILES: [H]/N=C(\C)C(C)(C)/C=N/O
HOMO-LUMO gap: 9.90 eV
Maximum force: 3.50 eV/Å
Net charge: 0

***

No. 7
# C6H8N2OS

An isolated molecule of C6H8N2OS (the ωB97M-V functional and the def2-TZVPD basis, the OMol25 dataset).

Each line ends with the natural charge from an NBO analysis.
Geometry (Å):
C: 2.443 2.092 0.539  -0.203
C: 1.735 0.772 -1.005  0.180
C: 1.145 1.812 0.845  0.265
C: -0.613 0.386 -0.138  0.025
C: -1.001 0.077 1.321  -0.633
C: -0.944 -0.704 -1.109  -0.664
N: 2.776 1.402 -0.592  -0.429
N: 0.698 0.948 -0.152  -0.475
O: -3.195 1.357 -0.195  -0.747
S: -1.799 1.850 -0.635  0.845
H: 3.122 2.424 1.217  0.209
H: 1.746 0.121 -1.979  0.216
H: -1.970 -0.435 1.358  0.242
H: -1.012 1.084 1.952  0.239
H: -0.266 -0.617 1.650  0.223
H: -1.962 -0.982 -0.985  0.247
H: -0.502 -1.690 -0.988  0.232
H: -0.769 -0.468 -2.180  0.229

HOMO-LUMO gap (alpha / beta): 8.10 / 7.37 eV
Maximum force: 2.87 eV/Å
Net charge: 0

***

No. 8
# C3H10N2O

A cluster of 2 separate species, C3H10N2O in total (the ωB97M-V functional and the def2-TZVPD basis, the OMol25 dataset).

Each line ends with the natural charge from an NBO analysis.
Geometry (Å):
C: -1.818 1.480 -0.040  -0.470
C: -1.353 1.235 1.169  0.133
O: -2.095 0.608 2.143  -0.712
H: -1.141 1.675 -0.859  0.204
H: -2.738 0.980 -0.328  0.200
H: -0.345 1.541 1.435  0.158
H: -2.177 -0.318 1.898  0.486
N: 0.403 -1.681 -0.177  -0.826
C: 1.124 -0.888 -1.127  -0.052
N: 2.328 -0.240 -0.534  -0.837
H: 0.904 -2.518 0.094  0.364
H: 0.305 -1.120 0.664  0.344
H: 1.528 -1.479 -1.951  0.178
H: 0.491 -0.151 -1.584  0.154
H: 2.588 0.584 -1.084  0.347
H: 1.996 0.292 0.280  0.330

SMILES: C=CO.NCN
HOMO-LUMO gap: 10.50 eV
Maximum force: 1.79 eV/Å
Net charge: 0

***

What is the maximum force in the fifth record? 4.47 eV/Å

***

What is the maximum force in the second record? 2.94 eV/Å